Model one:
40
Properties=species:S:1:pos:R:3:nbo_charge:R:1 method="wB97M-V/def2-TZVPD" orbital_gap_ev=6.278 mol_weight_g_mol=414.9
Sr -0.1285 -0.1846 0.4004 1.73
Cl 0.8433 -0.0026 3.3959 -0.05
C 2.5828 -0.0453 3.4476 -0.07
C 3.1489 -0.1704 4.7045 -0.22
C 4.5222 -0.2263 4.8412 -0.23
C 5.3152 -0.1628 3.7069 -0.22
C 4.7367 -0.0377 2.4586 -0.06
Cl 5.7961 0.0241 1.0918 0.01
C 3.3372 0.0408 2.2650 -0.18
S 2.6778 0.2409 0.6763 -0.58
H 2.5046 -0.2280 5.5718 0.22
H 4.9741 -0.3212 5.8184 0.22
H 6.3930 -0.2123 3.7806 0.23
C -3.2256 -3.9555 -0.8984 -0.61
C -2.7196 -2.5506 -0.5325 -0.23
C -2.6980 -1.6941 -1.8014 -0.61
C -1.3477 -2.5836 0.1578 -1.07
H -4.2255 -3.9245 -1.3495 0.18
H -3.2727 -4.5899 -0.0128 0.21
H -2.5434 -4.4194 -1.6151 0.19
H -3.4491 -2.1082 0.1575 0.17
H -1.9198 -2.0617 -2.4785 0.19
H -2.4862 -0.6515 -1.5472 0.18
H -3.6555 -1.7322 -2.3301 0.20
H -0.6826 -3.2247 -0.4429 0.17
H -1.4546 -3.0935 1.1240 0.18
C -1.7912 1.6797 -3.2410 -1.01
P -1.0141 2.3696 -1.7612 1.94
C 0.7396 2.6260 -2.1178 -1.01
C -1.6898 4.0247 -1.5020 -1.00
O -1.2415 1.4890 -0.5690 -1.22
H -1.7375 2.3657 -4.0851 0.25
H -2.8324 1.4644 -3.0018 0.27
H -1.2924 0.7431 -3.4911 0.26
H 0.8742 3.1020 -3.0885 0.25
H 1.2747 1.6749 -2.1031 0.26
H 1.1562 3.2637 -1.3381 0.27
H -1.5971 4.6385 -2.3970 0.25
H -1.1351 4.4863 -0.6844 0.26
H -2.7367 3.9473 -1.2098 0.26



Model two:
40
Properties=species:S:1:pos:R:3:nbo_charge:R:1 method="wB97M-V/def2-TZVPD" orbital_gap_ev=6.795 mol_weight_g_mol=414.9
Sr -0.3197 1.0550 0.0096 1.75
Cl -1.9420 1.3516 -2.5812 -0.05
C -3.2049 1.6853 -1.3948 -0.08
C -4.3566 0.9249 -1.5261 -0.23
C -5.3916 1.1183 -0.6340 -0.22
C -5.2509 2.0634 0.3709 -0.22
C -4.0901 2.8028 0.4763 -0.05
Cl -3.9909 3.9420 1.7773 0.02
C -2.9902 2.6626 -0.4068 -0.25
S -1.5400 3.6172 -0.2369 -0.49
H -4.4247 0.1936 -2.3189 0.23
H -6.3009 0.5388 -0.7155 0.22
H -6.0409 2.2319 1.0893 0.23
C -3.2175 -1.1076 2.9645 -0.60
C -2.4459 -0.5849 1.7496 -0.25
C -2.7564 -1.4710 0.5423 -0.60
C -0.9305 -0.4872 1.9660 -1.11
H -4.2978 -1.1400 2.7879 0.19
H -3.0341 -0.4768 3.8358 0.21
H -2.8812 -2.1191 3.2105 0.19
H -2.8559 0.4168 1.5369 0.17
H -2.3594 -2.4771 0.7069 0.20
H -2.3033 -1.1021 -0.3889 0.16
H -3.8293 -1.5542 0.3546 0.21
H -0.5438 -1.5145 2.0769 0.17
H -0.7535 0.0007 2.9393 0.18
C 3.4322 -1.6690 0.4715 -1.02
P 3.0786 -0.0012 1.0374 1.96
C 2.5106 -0.1536 2.7260 -1.03
C 4.6484 0.8651 1.0772 -1.01
O 2.1029 0.6972 0.1314 -1.21
H 4.1782 -2.1585 1.0982 0.25
H 3.7987 -1.6293 -0.5542 0.25
H 2.5134 -2.2558 0.4970 0.26
H 3.2178 -0.7349 3.3193 0.25
H 1.5299 -0.6335 2.7221 0.29
H 2.4035 0.8334 3.1775 0.26
H 5.3592 0.3585 1.7309 0.25
H 4.4942 1.8815 1.4385 0.26
H 5.0564 0.9124 0.0677 0.26



Which is the most stable structure? model two is the most stable.



Model one:
15
Properties=species:S:1:pos:R:3:nbo_charge:R:1 method="wB97M-V/def2-TZVPD" orbital_gap_ev="3.863 / 8.529" s2=0.7535 spin_multiplicity=2 mol_weight_g_mol=89.1
N -1.2087 1.7504 -0.7278 -0.71
C 0.0010 0.9552 -0.3297 -0.34
C -0.6478 -0.3622 0.1960 0.33
N 0.2264 -1.1768 0.9106 -0.68
C 1.5229 -1.6158 0.4180 -0.41
O -1.9299 -0.4091 0.1172 -0.79
H -1.9400 1.3032 -0.1430 0.47
H -1.0996 2.7310 -0.5296 0.41
H -1.4828 1.5527 -1.6898 0.43
H 0.5923 1.5295 0.3910 0.17
H 0.6091 0.7385 -1.2040 0.20
H -0.2755 -1.8249 1.5063 0.38
H 2.0592 -0.7177 0.1254 0.19
H 2.0750 -2.0211 1.2721 0.20
H 1.4984 -2.4329 -0.3126 0.17



Model two:
15
Properties=species:S:1:pos:R:3:nbo_charge:R:1 method="wB97M-V/def2-TZVPD" orbital_gap_ev="4.819 / 9.547" s2=0.7528 spin_multiplicity=2 mol_weight_g_mol=89.1
C -2.5126 -0.5367 -0.2922 -0.53
C -1.3275 -1.0487 -0.5994 0.14
O -0.4088 -1.5364 0.2912 -0.70
H -3.1894 -0.2709 -1.0904 0.22
H -2.8787 -0.4697 0.7253 0.19
H -1.0328 -0.9978 -1.6422 0.20
H -0.8227 -1.5681 1.1608 0.49
N 0.4655 1.7929 0.4468 -0.86
C 1.6844 1.3098 0.0358 0.01
N 1.9901 -0.0212 -0.0411 -0.87
H -0.3112 1.2105 0.6546 0.38
H 0.3633 2.7879 0.4863 0.39
H 2.4869 1.9962 -0.1839 0.16
H 2.9131 -0.2243 -0.3643 0.38
H 1.2944 -0.7730 -0.0069 0.40



Which is the most stable structure? model two is the most stable.



Model one:
6
Properties=species:S:1:pos:R:3:nbo_charge:R:1 method="wB97M-V/def2-TZVPD" orbital_gap_ev=7.054 charge=-1 mol_weight_g_mol=50.1
N -0.2726 0.7352 -1.3151 -1.09
H -0.4632 1.6204 -0.7992 0.34
H -0.4723 0.0570 -0.6064 0.40
H 0.6926 0.7077 -1.5239 0.35
S 0.3286 -2.0569 1.6360 -1.08
H 0.1869 -1.0634 2.6085 0.08



Model two:
6
Properties=species:S:1:pos:R:3:nbo_charge:R:1 method="wB97M-V/def2-TZVPD" orbital_gap_ev=7.208 charge=-1 mol_weight_g_mol=50.1
N 1.2158 -0.3137 -0.0690 -1.09
H 1.2606 0.0487 0.8768 0.34
H 1.6629 0.3961 -0.6619 0.32
H 0.2269 -0.2432 -0.3468 0.41
S -2.3141 -0.5992 0.1802 -1.06
H -2.0521 0.7114 0.0208 0.08



Which is the most stable structure? model two is the most stable.